[1]
# C33H30Br2N5O5Ru

C33H30Br2N5O5Ru as an isolated structure (wB97M-V/def2-TZVPD, the Open Molecules 2025 dataset).

Last column: Mulliken spin population.
Atoms and positions in Å:
Ru  0.089  0.519  0.194  -0.001
O  3.627  2.121  0.102  0.238
C  3.362  2.968  1.098  0.219
C  3.927  4.253  1.020  0.093
C  3.690  5.171  2.013  0.035
C  2.882  4.834  3.110  0.200
C  2.327  3.564  3.187  0.027
C  2.541  2.619  2.196  0.116
C  1.959  1.218  2.310  0.027
O  1.869  0.572  1.084  0.000
N  0.620  1.213  2.948  0.010
N  -0.373  0.696  2.171  -0.003
C  -1.521  0.390  2.653  0.000
C  -2.637  -0.009  1.817  0.000
Br  -2.467  0.423  -0.060  0.000
C  -3.792  -0.544  2.227  0.000
C  -4.084  -1.005  3.586  0.000
C  -5.381  -0.837  4.079  0.000
C  -5.693  -1.236  5.366  0.000
C  -4.726  -1.837  6.161  0.000
C  -3.446  -2.047  5.666  0.000
C  -3.124  -1.633  4.384  0.000
H  3.081  1.306  0.266  -0.012
H  4.556  4.485  0.170  -0.001
H  4.142  6.153  1.954  0.006
H  2.709  5.550  3.902  -0.011
H  1.712  3.311  4.043  0.007
H  2.621  0.614  2.945  0.026
H  0.550  1.009  3.936  -0.001
H  -1.706  0.461  3.722  0.000
H  -4.594  -0.639  1.502  0.000
H  -6.138  -0.380  3.454  0.000
H  -6.695  -1.091  5.746  0.000
H  -4.977  -2.163  7.162  0.000
H  -2.707  -2.552  6.273  0.000
H  -2.142  -1.853  3.981  0.000
O  4.697  -4.289  0.009  0.000
C  3.835  -3.310  -0.275  0.000
C  4.122  -2.240  -1.127  0.001
C  3.146  -1.289  -1.344  0.001
N  1.939  -1.346  -0.774  0.000
C  1.718  -2.355  0.025  0.000
Br  -0.031  -2.243  0.822  0.000
C  2.579  -3.378  0.333  0.000
H  5.541  -4.169  -0.445  0.000
H  5.089  -2.153  -1.606  0.000
H  3.332  -0.442  -1.996  -0.001
H  2.329  -4.188  1.002  0.000
O  1.372  6.732  -2.449  0.000
C  1.051  6.620  -1.085  -0.001
C  0.727  5.186  -0.782  -0.029
C  0.301  4.805  0.483  0.032
C  0.080  3.472  0.751  -0.014
N  0.227  2.517  -0.181  0.016
C  0.561  2.889  -1.441  0.002
C  0.837  4.204  -1.757  0.005
C  0.512  1.804  -2.436  0.003
C  0.677  1.992  -3.797  -0.001
C  0.491  0.922  -4.659  0.000
C  0.704  1.081  -6.146  0.000
O  0.851  2.427  -6.526  0.000
C  0.125  -0.306  -4.113  -0.001
C  0.002  -0.426  -2.746  0.000
N  0.202  0.606  -1.919  0.000
H  1.603  7.643  -2.655  0.000
H  0.188  7.239  -0.814  0.000
H  1.888  6.918  -0.441  0.000
H  0.173  5.527  1.278  0.009
H  -0.218  3.151  1.736  0.001
H  1.126  4.486  -2.758  -0.001
H  0.933  2.958  -4.207  0.000
H  -0.098  0.575  -6.689  0.000
H  1.633  0.563  -6.402  0.000
H  0.031  2.756  -6.908  0.000
H  -0.056  -1.167  -4.743  0.000
H  -0.253  -1.369  -2.282  0.000

LUMO energy (alpha / beta), eV: -5.2 / -9.0
2S+1: 2
Charge: +2
Energy relative to the best compared isomer or geometry (same formula, charge and spin), kcal per mole: 38.6
Gap between HOMO and LUMO (alpha / beta), eV: 7.187 / 3.469
Expectation value of S²: 0.7750

***

[2]
# C33H30NO6

A 6-piece molecular cluster, C33H30NO6 overall (wB97M-V/def2-TZVPD, the Open Molecules 2025 dataset).

Last column: natural (NBO) charge in e.
Atoms and positions in Å:
O  1.840  -0.873  3.281  -0.465
C  0.961  -0.172  3.569  0.860
N  0.088  0.665  3.841  -0.322
O  -1.079  -0.014  4.347  -0.367
C  -2.208  0.421  3.654  0.985
O  -2.154  0.918  2.561  -0.638
O  -3.230  0.161  4.421  -0.572
C  -4.491  -0.286  3.686  0.969
O  -4.400  -1.460  3.365  -0.750
O  -5.327  0.579  3.601  -0.684
C  0.242  2.904  1.041  -0.211
C  0.959  3.851  1.761  -0.216
C  1.982  4.565  1.151  -0.208
C  2.287  4.337  -0.184  -0.255
C  1.571  3.392  -0.905  -0.173
C  0.552  2.675  -0.292  -0.223
H  -0.553  2.345  1.520  0.261
H  0.716  4.030  2.800  0.216
H  2.542  5.299  1.716  0.203
H  3.083  4.897  -0.662  0.199
H  1.805  3.212  -1.948  0.195
H  -0.005  1.935  -0.852  0.208
C  1.290  1.203  -3.978  -0.220
C  0.101  1.370  -4.674  -0.211
C  0.129  1.736  -6.012  -0.214
C  1.346  1.931  -6.654  -0.240
C  2.533  1.762  -5.956  -0.163
C  2.505  1.400  -4.617  -0.224
H  1.272  0.920  -2.933  0.219
H  -0.846  1.218  -4.172  0.219
H  -0.797  1.872  -6.555  0.211
H  1.367  2.217  -7.698  0.207
H  3.481  1.915  -6.454  0.202
H  3.431  1.274  -4.070  0.214
C  5.243  4.750  -3.067  -0.222
C  4.057  4.919  -3.768  -0.157
C  4.087  5.294  -5.103  -0.231
C  5.303  5.493  -5.741  -0.218
C  6.490  5.322  -5.041  -0.218
C  6.460  4.953  -3.704  -0.220
H  5.219  4.458  -2.025  0.214
H  3.109  4.756  -3.272  0.208
H  3.161  5.428  -5.647  0.215
H  5.327  5.782  -6.784  0.209
H  7.439  5.475  -5.539  0.208
H  7.385  4.823  -3.157  0.210
C  -5.449  -5.422  4.407  -0.206
C  -4.518  -4.419  4.647  -0.243
C  -3.542  -4.608  5.616  -0.152
C  -3.489  -5.795  6.334  -0.243
C  -4.418  -6.797  6.089  -0.232
C  -5.401  -6.608  5.127  -0.228
H  -6.211  -5.275  3.653  0.211
H  -4.543  -3.494  4.082  0.274
H  -2.821  -3.823  5.807  0.209
H  -2.723  -5.940  7.086  0.202
H  -4.377  -7.724  6.648  0.201
H  -6.130  -7.387  4.938  0.201
C  -1.035  -4.207  -0.214  -0.222
C  -1.150  -5.582  -0.061  -0.234
C  -1.803  -6.102  1.049  -0.230
C  -2.342  -5.248  2.001  -0.162
C  -2.231  -3.872  1.847  -0.226
C  -1.575  -3.354  0.739  -0.210
H  -0.526  -3.800  -1.079  0.203
H  -0.733  -6.248  -0.807  0.200
H  -1.891  -7.175  1.172  0.200
H  -2.856  -5.649  2.865  0.209
H  -2.661  -3.201  2.583  0.249
H  -1.489  -2.281  0.620  0.219

LUMO energy, eV: 2.1
Charge: -1
Gap between HOMO and LUMO, eV: 8.118

***

[3]
# C33H31AsBrCrF5N3O4PS

C33H31AsBrCrF5N3O4PS as an isolated structure (wB97M-V/def2-TZVPD, the Open Molecules 2025 dataset).

Last column: Mulliken spin population.
Atoms and positions in Å:
Cr  0.927  -0.502  0.952  3.077
F  0.985  -6.529  -1.873  0.001
C  1.183  -5.587  -0.973  0.006
C  0.728  -4.300  -1.194  0.003
F  0.111  -3.951  -2.332  0.000
C  0.959  -3.351  -0.228  0.028
F  0.487  -2.063  -0.492  0.027
C  1.647  -3.560  0.943  -0.019
S  1.997  -2.263  2.080  -0.059
C  2.091  -4.865  1.145  0.015
F  2.762  -5.160  2.246  0.000
C  1.862  -5.866  0.211  -0.002
F  2.301  -7.087  0.432  0.000
C  1.455  0.445  6.239  0.000
C  1.515  1.074  4.880  -0.007
C  1.808  2.426  4.699  0.012
C  1.851  2.958  3.427  -0.005
C  1.605  2.135  2.340  0.021
Br  1.660  2.937  0.640  0.003
N  1.323  0.833  2.476  -0.097
C  1.283  0.335  3.739  0.021
H  2.318  0.739  6.836  0.000
H  1.436  -0.642  6.177  0.000
H  0.562  0.773  6.773  0.000
H  2.007  3.061  5.554  0.000
H  2.075  4.001  3.260  0.000
H  1.082  -0.724  3.829  0.009
O  -0.159  0.545  -0.259  -0.027
As  -1.752  1.092  -0.555  -0.011
C  -2.289  0.096  -2.092  0.002
C  -2.725  0.757  -3.237  0.000
C  -3.067  0.017  -4.364  0.000
C  -2.974  -1.368  -4.345  0.000
C  -2.545  -2.030  -3.197  -0.001
C  -2.203  -1.300  -2.067  -0.003
C  -2.831  0.736  0.961  0.002
C  -3.913  -0.135  0.884  -0.002
C  -4.655  -0.394  2.029  0.001
C  -4.317  0.220  3.228  -0.001
C  -3.243  1.102  3.296  0.001
C  -2.492  1.364  2.163  0.003
C  -1.736  2.944  -0.950  0.003
C  -0.773  3.453  -1.821  0.004
C  -0.799  4.795  -2.155  0.000
C  -1.785  5.622  -1.623  0.000
C  -2.744  5.111  -0.762  0.000
C  -2.727  3.765  -0.421  0.000
H  -2.809  1.836  -3.253  0.000
H  -3.419  0.525  -5.252  0.000
H  -3.255  -1.938  -5.221  0.000
H  -2.497  -3.111  -3.178  0.000
H  -1.891  -1.818  -1.167  0.004
H  -4.189  -0.599  -0.055  0.000
H  -5.502  -1.064  1.982  0.000
H  -4.905  0.022  4.114  0.000
H  -3.005  1.594  4.230  0.000
H  -1.665  2.066  2.207  -0.002
H  -0.007  2.807  -2.236  -0.001
H  -0.060  5.202  -2.831  0.000
H  -1.805  6.670  -1.889  0.000
H  -3.511  5.758  -0.358  0.000
H  -3.482  3.368  0.246  0.000
N  0.953  -0.946  -3.362  0.001
C  1.771  0.173  -2.775  -0.004
P  2.933  -0.594  -1.558  0.004
O  3.021  -2.029  -1.971  0.005
O  2.512  -0.180  -0.169  -0.008
C  4.643  0.059  -1.804  -0.001
N  5.555  -1.136  -1.698  0.000
H  1.453  -1.837  -3.184  0.001
H  0.812  -0.841  -4.368  0.000
H  0.022  -1.008  -2.925  -0.001
H  1.106  0.855  -2.249  0.006
H  2.285  0.694  -3.581  -0.001
H  4.919  0.796  -1.054  -0.001
H  4.771  0.489  -2.796  0.000
H  5.014  -1.968  -2.002  -0.001
H  5.851  -1.302  -0.733  0.000
H  6.397  -1.039  -2.268  0.000
O  -1.536  -1.858  2.629  0.011
C  -0.769  -1.307  2.031  -0.017

LUMO energy (alpha / beta), eV: -8.3 / -8.3
2S+1: 4
Charge: +3
Energy relative to the best compared isomer or geometry (same formula, charge and spin), kcal per mole: 2.2
Gap between HOMO and LUMO (alpha / beta), eV: 7.163 / 7.276
Expectation value of S²: 3.7887

***

no.,total energy (eV)
1,-195047.8015
2,-48483.5409
3,-240377.4619